{
  "formula": "C23H25BrIMoN3O4",
  "method": "ωB97M-V/def2-TZVPD",
  "species": ["Mo", "N", "C", "C", "C", "C", "N", "H", "H", "H", "H", "H", "H", "H", "H", "H", "H", "H", "H", "O", "C", "O", "C", "C", "C", "C", "C", "N", "H", "H", "H", "H", "O", "C", "O", "C", "C", "C", "C", "C", "C", "H", "H", "H", "H", "H", "Br", "C", "C", "C", "C", "C", "C", "I", "H", "H", "H", "H"],
  "positions_angstrom": [[-0.253, -0.494, 0.949], [-0.471, -1.792, 2.719], [-1.600, -2.763, 2.874], [-2.881, -2.104, 3.357], [-3.376, -0.900, 2.551], [-3.445, -1.109, 1.036], [-2.366, -0.334, 0.337], [0.400, -2.330, 2.715], [-0.430, -1.200, 3.549], [-1.303, -3.533, 3.586], [-1.733, -3.259, 1.913], [-2.762, -1.800, 4.399], [-3.649, -2.880, 3.361], [-2.760, -0.020, 2.761], [-4.368, -0.642, 2.918], [-4.401, -0.773, 0.638], [-3.336, -2.161, 0.765], [-2.505, 0.669, 0.542], [-2.486, -0.430, -0.670], [3.588, -0.718, -0.141], [2.434, -0.452, -0.104], [1.571, -0.993, 0.806], [1.739, 0.516, -1.012], [2.406, 1.166, -2.025], [1.694, 2.065, -2.809], [0.352, 2.279, -2.539], [-0.247, 1.594, -1.497], [0.433, 0.718, -0.745], [3.458, 0.964, -2.174], [2.183, 2.595, -3.615], [-0.233, 2.977, -3.120], [-1.282, 1.768, -1.236], [-1.740, 2.359, 1.081], [-0.841, 2.222, 1.882], [-0.405, 0.936, 2.159], [-0.166, 3.275, 2.629], [0.895, 2.995, 3.494], [1.510, 4.029, 4.174], [1.067, 5.334, 3.996], [0.009, 5.615, 3.137], [-0.609, 4.589, 2.451], [1.231, 1.977, 3.635], [2.331, 3.822, 4.846], [1.548, 6.140, 4.534], [-0.330, 6.634, 3.010], [-1.437, 4.786, 1.783], [1.548, -4.489, 1.382], [2.225, -3.907, -0.281], [3.559, -4.152, -0.569], [4.087, -3.765, -1.793], [3.292, -3.135, -2.737], [1.958, -2.875, -2.457], [1.443, -3.262, -1.229], [-0.577, -2.837, -0.865], [4.178, -4.650, 0.163], [5.127, -3.967, -2.006], [3.701, -2.851, -3.697], [1.326, -2.396, -3.192]],
  "forces_ev_per_a": [[0.011, 0.036, -0.011], [0.010, -0.008, -0.003], [-0.001, -0.009, 0.001], [0.000, 0.004, 0.002], [-0.002, -0.004, -0.008], [0.001, -0.002, 0.011], [0.010, 0.021, 0.019], [0.004, 0.006, -0.007], [-0.003, -0.008, 0.007], [0.001, 0.001, -0.002], [-0.001, 0.001, 0.003], [-0.002, 0.002, -0.001], [0.002, -0.002, 0.000], [0.003, -0.001, 0.005], [0.000, 0.001, -0.001], [0.000, 0.000, 0.000], [-0.001, 0.000, 0.000], [-0.015, -0.005, -0.019], [-0.009, 0.010, 0.001], [0.019, -0.012, -0.021], [0.009, 0.016, 0.016], [-0.006, -0.056, 0.040], [0.009, 0.016, -0.021], [-0.005, -0.006, 0.000], [0.001, 0.006, -0.009], [-0.002, 0.001, -0.001], [0.015, -0.012, 0.013], [-0.029, -0.012, 0.013], [0.000, -0.002, 0.003], [0.000, 0.003, -0.001], [0.000, 0.001, 0.000], [0.001, 0.005, -0.010], [0.032, -0.023, 0.006], [-0.060, -0.009, 0.057], [-0.018, 0.004, -0.080], [0.014, 0.022, -0.011], [0.002, -0.006, 0.003], [0.002, 0.003, 0.005], [-0.004, 0.001, -0.002], [0.001, -0.005, 0.003], [0.005, -0.001, 0.001], [0.002, 0.008, -0.003], [0.000, 0.001, -0.001], [0.001, 0.001, 0.000], [0.000, 0.002, 0.000], [0.000, 0.000, -0.002], [-0.002, -0.003, 0.003], [0.006, -0.010, 0.031], [0.014, 0.006, -0.011], [-0.007, 0.003, 0.010], [-0.006, -0.001, 0.009], [-0.005, -0.010, -0.011], [-0.004, 0.011, -0.030], [0.001, 0.009, 0.004], [0.000, -0.001, 0.001], [0.000, -0.001, -0.001], [0.001, 0.004, 0.002], [0.003, 0.002, -0.001]],
  "lowdin_charge": [1.610, -0.078, -0.235, -0.174, -0.170, -0.191, -0.125, 0.039, 0.119, 0.131, 0.055, 0.127, 0.132, 0.099, 0.128, 0.132, 0.101, 0.070, 0.080, 0.201, -0.497, -0.284, -0.178, 0.053, 0.018, 0.007, -0.081, -0.026, 0.144, 0.135, 0.131, 0.110, 0.066, -0.461, -0.261, -0.156, -0.012, -0.046, -0.033, -0.040, 0.005, 0.113, 0.117, 0.121, 0.119, 0.126, 0.828, -0.721, -0.092, -0.031, -0.047, -0.147, -0.691, 1.185, 0.119, 0.127, 0.123, 0.104],
  "spin_multiplicity": 3,
  "relative_energy_kcal_mol": 0.0,
  "e_lumo_ev": [-7.67, -7.45],
  "total_charge": 2
}